Formula: C6H12N
Source: the OMol25 dataset
Level of theory: ωB97M-V with the def2-TZVPD basis set

Positions of all 19 atoms, in Å:
C  -1.04  -0.17  -0.13
C  -0.23  -1.17  -0.22
C  1.11  -0.88  0.36
C  -0.33  1.14  0.66
C  -0.48  -2.55  -0.82
C  -0.55  2.45  -0.06
N  1.14  0.66  0.50
H  -2.04  -0.09  -0.41
H  1.18  -1.31  1.32
H  1.85  -1.21  -0.31
H  -0.54  1.12  1.79
H  0.46  -2.70  -1.28
H  -1.34  -2.35  -1.55
H  -0.68  -3.23  -0.07
H  -0.22  2.24  -1.09
H  0.23  3.20  0.46
H  -1.59  2.93  0.04
H  1.64  1.04  1.28
H  1.42  0.87  -0.48

As for the SMILES: CC1=C[C@H](C)[NH2+]C1. Its energy relative to the best compared isomer or geometry (same formula, charge and spin) is 144.9 kJ/mol. The calculation puts the HOMO-LUMO gap at 11.008 eV. As for the net charge: +1. The value obtained for the LUMO energy is -3.21 eV.

=====

Formula: C6H12N
Source: the OMol25 dataset
Level of theory: ωB97M-V with the def2-TZVPD basis set

Positions of all 19 atoms, in Å:
C  2.06  0.57  3.47
C  -1.68  1.12  -1.85
C  -1.06  0.13  -1.15
C  -0.27  0.39  0.08
C  0.04  -2.13  -1.84
C  -1.10  -1.23  -1.60
N  1.50  1.21  2.46
H  3.16  0.45  3.40
H  1.90  2.00  3.16
H  -1.48  2.17  -1.65
H  -2.25  0.92  -2.77
H  -0.09  -0.48  0.71
H  0.71  0.89  -0.17
H  -0.45  -3.11  -1.72
H  0.58  -2.16  -2.79
H  -2.03  -1.47  -2.15
H  1.70  -0.04  4.32
H  0.84  -2.07  -1.09
H  -0.72  1.08  0.77

Its energy relative to the best compared isomer or geometry (same formula, charge and spin) is 658.6 kJ/mol. The calculation puts the HOMO-LUMO gap at 4.362 eV. As for the net charge: +1. The value obtained for the LUMO energy is -6.83 eV.

=====

Formula: C6H12N
Source: the OMol25 dataset
Level of theory: ωB97M-V with the def2-TZVPD basis set

Positions of all 19 atoms, in Å:
C  1.29  1.49  -0.27
C  0.83  0.16  0.18
C  -0.61  0.34  -0.11
C  1.64  -1.05  0.42
C  -1.58  1.31  0.47
C  -1.42  -1.40  -0.48
N  0.38  0.73  -1.12
H  0.90  2.40  0.16
H  2.31  1.56  -0.63
H  1.92  -1.08  1.47
H  2.55  -1.03  -0.17
H  1.09  -1.96  0.20
H  -2.11  0.82  1.28
H  -2.30  1.61  -0.28
H  -1.10  2.20  0.87
H  -2.40  -1.15  -0.85
H  -1.45  -1.89  0.48
H  -0.79  -1.87  -1.21
H  0.51  0.42  -2.08

Its energy relative to the best compared isomer or geometry (same formula, charge and spin) is 288.6 kJ/mol. The calculation puts the HOMO-LUMO gap at 12.222 eV. As for the net charge: +1. The value obtained for the LUMO energy is -2.82 eV.

=====

Formula: C6H12N
Source: the OMol25 dataset
Level of theory: ωB97M-V with the def2-TZVPD basis set

Positions of all 19 atoms, in Å:
C  -2.65  0.81  -0.13
C  -2.48  -0.59  0.46
C  -1.03  -0.95  0.77
C  -0.08  -0.43  -0.21
C  1.05  0.32  0.11
N  2.23  0.11  -0.69
C  3.35  0.65  -0.30
H  -3.63  0.99  -0.57
H  -2.35  1.61  0.56
H  -1.93  0.91  -0.96
H  -3.14  -0.83  1.30
H  -2.86  -1.22  -0.36
H  -0.66  -0.60  1.75
H  -0.86  -2.05  0.84
H  -0.27  -0.74  -1.24
H  1.22  0.98  0.96
H  2.11  -0.84  -1.07
H  3.34  1.24  0.61
H  4.29  0.51  -0.81

Its energy relative to the best compared isomer or geometry (same formula, charge and spin) is 223.0 kJ/mol. The calculation puts the HOMO-LUMO gap (alpha / beta) at 7.892 / 5.547 eV. As for the net charge: +2. The spin multiplicity is 2. The value obtained for the LUMO energy (alpha / beta) is -11.25 / -13.56 eV.

=====

Formula: C6H12N2
Source: the OMol25 dataset
Level of theory: ωB97M-V with the def2-TZVPD basis set

Positions of all 20 atoms, in Å:
C  1.41  0.33  0.99
C  1.61  -1.10  0.49
C  1.96  1.35  0.00
H  1.91  0.45  1.96
H  0.34  0.52  1.15
H  2.66  -1.32  0.35
H  1.12  -1.25  -0.47
H  1.21  -1.82  1.20
H  1.46  1.26  -0.97
H  3.03  1.19  -0.16
H  1.82  2.36  0.37
C  -2.32  -1.17  0.08
C  -2.01  0.15  -0.54
N  -1.85  1.20  0.13
C  -1.45  0.03  -2.00
N  -2.13  0.30  -2.89
H  -1.62  2.04  -0.40
H  -1.39  -1.68  0.34
H  -2.87  -1.02  1.00
H  -2.88  -1.80  -0.62

As for the SMILES: [H]/N=C(/C)C#N.CCC. Its energy relative to the best compared isomer or geometry (same formula, charge and spin) is 194.9 kJ/mol. The calculation puts the HOMO-LUMO gap at 10.609 eV. The value obtained for the LUMO energy is -0.15 eV.

=====

Formula: C6H12N2
Source: the OMol25 dataset
Level of theory: ωB97M-V with the def2-TZVPD basis set

Positions of all 20 atoms, in Å:
C  0.34  -0.13  1.59
C  2.10  -0.72  -0.13
C  -1.20  0.64  -1.81
N  1.16  -1.18  0.88
C  -0.58  0.98  -0.48
C  -0.78  0.00  0.60
C  -1.92  -0.68  0.76
N  0.09  2.02  -0.23
H  1.65  -1.71  1.60
H  0.25  2.63  -1.04
H  0.87  0.82  1.70
H  -0.02  -0.55  2.53
H  1.69  -0.91  -1.13
H  3.05  -1.26  -0.04
H  2.30  0.36  -0.05
H  -0.98  -0.39  -2.08
H  -0.82  1.30  -2.59
H  -2.29  0.76  -1.76
H  -2.05  -1.55  1.37
H  -2.86  -0.43  0.30

As for the SMILES: [H]/N=C(\C)C(=C)CNC. Its energy relative to the best compared isomer or geometry (same formula, charge and spin) is 169.9 kJ/mol. The calculation puts the HOMO-LUMO gap at 9.289 eV. The value obtained for the LUMO energy is 0.86 eV.

=====

Formula: C6H12N2
Source: the OMol25 dataset
Level of theory: ωB97M-V with the def2-TZVPD basis set

Positions of all 20 atoms, in Å:
C  -0.56  -0.68  0.01
C  0.44  1.42  1.54
C  -0.49  -1.26  -1.38
C  -1.88  0.02  0.27
C  1.74  -0.17  0.12
C  0.64  0.76  0.18
N  2.35  -1.18  -0.14
N  0.76  1.58  -0.88
H  -0.30  -1.40  0.79
H  3.35  -1.28  -0.07
H  0.89  1.12  -1.78
H  0.33  0.68  2.34
H  -0.44  2.06  1.47
H  1.30  2.05  1.76
H  0.44  -1.79  -1.57
H  -1.29  -1.99  -1.51
H  -0.62  -0.47  -2.12
H  -1.97  0.90  -0.36
H  -2.70  -0.67  0.02
H  -2.01  0.31  1.31

Its energy relative to the best compared isomer or geometry (same formula, charge and spin) is 417.7 kJ/mol. The calculation puts the HOMO-LUMO gap (alpha / beta) at 6.915 / 6.916 eV. The value obtained for the LUMO energy (alpha / beta) is -0.06 / -0.06 eV.

=====

Formula: C6H12N2
Source: the OMol25 dataset
Level of theory: ωB97M-V with the def2-TZVPD basis set

Positions of all 20 atoms, in Å:
C  0.27  -2.28  -0.67
C  1.87  0.52  0.21
C  -0.80  0.08  -1.36
C  -1.56  0.96  1.05
C  0.74  -0.06  0.75
C  -0.45  0.69  0.03
N  -0.25  -2.63  0.41
N  0.86  -1.50  0.38
H  0.36  -2.63  -1.67
H  2.78  0.15  0.55
H  1.80  0.46  -0.89
H  1.99  1.57  0.59
H  -0.02  -0.11  -1.99
H  -1.60  -0.78  -1.49
H  -1.39  0.83  -1.91
H  -1.91  0.12  1.73
H  -2.42  1.63  0.93
H  -1.01  1.50  1.74
H  0.67  -0.20  1.95
H  0.05  1.69  -0.32

As for the SMILES: CC(C)[C@H](C)N1C=N1. Its energy relative to the best compared isomer or geometry (same formula, charge and spin) is 548.8 kJ/mol. The calculation puts the HOMO-LUMO gap at 9.259 eV. The value obtained for the LUMO energy is 0.94 eV.

=====

Formula: C6H12N2
Source: the OMol25 dataset
Level of theory: ωB97M-V with the def2-TZVPD basis set

Positions of all 20 atoms, in Å:
C  -0.30  0.56  -0.43
C  -0.25  -0.30  0.60
C  0.25  1.93  -0.63
C  1.60  -0.80  2.12
C  -0.82  -0.29  -2.57
C  0.06  -0.59  1.98
N  -1.34  -1.30  -0.40
N  -1.23  -0.09  -1.22
H  0.19  2.47  0.38
H  1.29  1.99  -0.88
H  -0.13  2.34  -1.50
H  1.76  -1.64  1.30
H  1.94  -1.28  2.98
H  2.13  0.25  1.94
H  -0.44  -1.35  -2.69
H  -1.81  -0.17  -3.26
H  -0.07  0.49  -2.74
H  -0.24  0.29  2.57
H  -0.46  -1.52  2.32
H  -2.12  -1.01  0.13

As for the SMILES: CCc1[nH]n(C)c1C. Its energy relative to the best compared isomer or geometry (same formula, charge and spin) is 460.8 kJ/mol. The calculation puts the HOMO-LUMO gap at 8.903 eV. The value obtained for the LUMO energy is 0.97 eV.

=====

Formula: C6H12N2
Source: the OMol25 dataset
Level of theory: ωB97M-V with the def2-TZVPD basis set

Positions of all 20 atoms, in Å:
C  2.20  0.41  -0.08
C  0.69  0.32  -0.15
C  -0.41  1.43  -0.30
C  -1.65  0.68  -0.86
C  -1.50  -0.81  -0.43
C  -0.06  -1.01  -0.40
H  2.57  1.57  -0.06
H  3.03  -0.29  -0.78
H  2.64  0.02  0.84
H  0.29  1.60  1.78
H  0.06  2.39  -0.73
H  -1.30  0.57  -1.86
H  -2.51  1.28  -0.75
H  -1.87  -1.52  -1.18
H  -1.65  -0.95  0.77
H  0.28  -1.74  -1.14
H  -0.20  -2.66  1.18
H  0.01  -1.07  1.64
N  0.00  0.88  1.04
N  0.42  -1.65  0.91

As for the SMILES: C[C@@]12N[C@@H]1CC[C@@H]2N. Its energy relative to the best compared isomer or geometry (same formula, charge and spin) is 463.6 kJ/mol. The calculation puts the HOMO-LUMO gap at 9.717 eV. The value obtained for the LUMO energy is 1.08 eV.

=====

Formula: C6H12N2
Source: the OMol25 dataset
Level of theory: ωB97M-V with the def2-TZVPD basis set

Positions of all 20 atoms, in Å:
C  2.78  -0.02  2.78
C  0.75  0.83  -0.02
C  2.18  0.14  1.43
C  2.85  0.15  0.20
N  0.74  0.51  1.27
N  1.92  0.68  -0.72
H  -0.15  1.39  -0.50
H  1.90  0.52  -1.78
H  3.93  -0.01  -0.12
H  1.90  -0.42  3.45
H  3.12  0.92  3.22
H  3.60  -0.68  2.87
C  -3.76  -1.11  -1.51
C  -2.63  0.10  -1.45
H  -3.61  -1.99  -1.00
H  -4.67  -0.73  -1.19
H  -3.67  -1.40  -2.61
H  -3.11  0.90  -1.09
H  -2.18  0.47  -2.49
H  -1.88  -0.25  -0.74

As for the SMILES: Cc1c[nH]cn1.CC. Its energy relative to the best compared isomer or geometry (same formula, charge and spin) is 194.0 kJ/mol. The calculation puts the HOMO-LUMO gap at 9.440 eV. The value obtained for the LUMO energy is 0.88 eV.

=====

Formula: C6H12N2
Source: the OMol25 dataset
Level of theory: ωB97M-V with the def2-TZVPD basis set

Positions of all 20 atoms, in Å:
C  -1.58  0.56  1.82
C  0.19  -1.84  1.19
C  1.40  -0.75  -1.82
C  0.13  -0.53  0.47
C  0.45  -0.20  -0.82
N  0.35  2.24  -1.27
C  -0.26  1.08  -0.85
N  -0.40  0.63  0.97
H  1.34  2.25  -1.44
H  -0.18  3.09  -1.27
H  -1.33  1.07  -1.03
H  -2.43  0.04  1.35
H  -1.34  0.04  2.75
H  -1.90  1.57  2.07
H  0.63  -1.72  2.18
H  0.77  -2.57  0.63
H  -0.82  -2.25  1.33
H  1.64  -1.79  -1.59
H  0.99  -0.73  -2.83
H  2.35  -0.20  -1.84

Its energy relative to the best compared isomer or geometry (same formula, charge and spin) is 202.3 kJ/mol. The calculation puts the HOMO-LUMO gap at 8.128 eV. The value obtained for the LUMO energy is 1.00 eV.